33
Properties=species:S:1:pos:R:3:forces:R:3 method="wB97M-V/def2-TZVPD" charge=+2 e_above_lowest_ev=0.286 total_energy_ev=-17707.7330
C 1.822 1.362 -0.933 -0.6320 0.4807 0.2453
C 0.658 0.663 -1.636 0.3202 0.1503 -0.5841
C -0.168 -0.247 -0.785 -0.1593 0.0272 0.1322
C -0.571 -1.419 -1.237 -0.3267 0.2413 -0.6381
N -1.649 -2.220 -0.633 0.5804 0.5533 0.5308
N 1.464 2.827 -0.643 0.9230 -0.4056 -0.9026
H 2.015 0.923 0.033 0.2828 -0.1867 0.2123
H 2.730 1.369 -1.521 -0.0138 -0.0721 -0.0921
H 0.026 1.397 -2.146 -0.3336 0.1639 0.4960
H 1.024 0.138 -2.508 0.4456 -0.5023 0.0372
H -0.468 0.108 0.196 -0.0847 -0.0354 0.0606
H -0.330 -1.771 -2.230 0.1666 -0.0603 0.0214
H -1.726 -2.118 0.394 0.0010 -0.0516 -0.0087
H -2.530 -1.886 -1.025 -0.2172 -0.4388 -0.0533
H -1.491 -3.207 -0.816 -0.2894 -0.1836 -0.0424
H 0.984 3.201 -1.461 -0.7963 0.0301 0.4109
H 0.973 2.960 0.241 -0.5611 0.0211 -0.1270
H 2.305 3.385 -0.642 0.6345 0.1429 0.4944
H -3.557 -2.554 2.016 -0.3889 0.2839 0.2156
H -3.886 -0.997 1.957 -0.2918 -0.3691 0.1904
O -3.234 -1.679 1.772 0.7393 0.0533 -0.4622
H 3.014 -1.880 -1.584 0.2549 0.0083 -0.0647
H 4.307 -1.114 -1.919 -0.0837 -0.1098 -0.0243
O 3.353 -1.010 -1.826 -0.1725 0.0746 0.1126
H 1.766 2.378 2.990 -0.0022 -0.0156 -0.2959
H 0.398 2.032 3.432 -0.2988 -0.0183 -0.2316
O 0.901 2.150 2.615 0.3594 0.0778 0.3143
H -1.052 -2.695 2.657 0.0264 -0.1344 0.1378
H -0.406 -4.060 2.324 -0.0430 0.0868 0.0016
O -0.882 -3.314 1.938 -0.0379 0.1109 -0.1858
H -1.583 3.786 0.115 -0.3172 -0.1916 0.2877
H -1.586 2.295 0.630 -0.2419 0.4906 0.1723
O -1.345 2.876 -0.098 0.5581 -0.2219 -0.3603


36
Properties=species:S:1:pos:R:3:forces:R:3 method="wB97M-V/def2-TZVPD" spin_multiplicity=5 charge=0 s2=6.0394 total_energy_ev=-62088.7531
C -0.240 -2.175 -3.423 2.9205 -0.6008 -0.7065
C 1.144 -2.548 -3.578 -2.2240 1.9650 0.3303
C 1.435 -3.442 -2.508 -0.3577 -1.3953 -0.9533
C 0.219 -3.947 -1.962 -1.3270 1.8915 0.2977
C -0.816 -3.055 -2.408 1.5631 -1.7025 0.8131
Co -0.920 0.724 -0.668 -1.7356 0.5782 -2.4402
P -2.209 1.530 -2.194 0.1535 0.4232 -0.3665
H -0.760 -1.369 -3.943 0.1795 -0.4309 0.0863
H 1.882 -2.127 -4.273 -0.5230 -0.0468 0.4969
H 2.433 -3.807 -2.259 -0.3441 0.1272 -0.0463
H -1.845 -2.999 -2.054 0.3313 -0.1894 -0.1359
H 0.166 -4.742 -1.221 -0.1977 0.4257 -0.1322
H -3.620 1.227 -2.285 0.5461 0.3519 -0.3670
H -1.704 1.148 -3.485 -0.6810 0.2114 0.3990
H -2.208 2.957 -2.368 -0.3171 -0.6365 -0.1464
C 2.391 -0.387 1.834 -0.3669 0.5842 0.0480
N 1.310 0.562 2.097 3.8632 0.5320 2.9856
C 1.423 1.473 3.243 -0.0185 -0.6611 -0.7466
C 0.308 0.561 1.251 -2.5648 -0.3726 -0.0082
N 0.183 -0.326 0.255 1.1362 -1.5676 -0.3583
N -0.747 1.518 1.257 0.2920 0.0393 -0.2716
C -0.489 2.972 1.270 -0.0911 -0.3452 -0.1306
C -2.061 1.093 1.797 0.2468 0.4186 0.2790
H 3.188 -0.216 2.557 -0.0204 -0.0741 -0.1411
H 2.777 -0.242 0.811 0.0048 -0.1859 0.3960
H 2.019 -1.417 1.942 0.1767 -0.0108 -0.0522
H 1.729 2.481 2.939 -0.1929 0.0196 0.1357
H 0.479 1.504 3.798 0.0138 0.1627 -0.0257
H 2.194 1.085 3.909 -0.0965 0.0072 0.0105
H 0.836 -1.096 0.112 -0.3984 0.5827 0.3318
H -1.194 3.439 0.577 0.0716 0.1557 0.0943
H -0.652 3.399 2.264 0.1911 0.0394 0.0401
H 0.529 3.188 0.914 -0.3627 -0.1965 0.1874
H -2.704 1.986 1.821 -0.0123 -0.3802 -0.1177
H -2.525 0.314 1.152 0.2694 0.3439 0.4727
H -1.950 0.732 2.830 -0.1281 -0.0632 -0.2583


116
Properties=species:S:1:pos:R:3:forces:R:3 method="wB97M-V/def2-TZVPD" charge=+2 e_above_lowest_ev=0.046 total_energy_ev=-130150.6783
Ta -0.914 0.320 0.488 0.1713 -1.3465 -0.0198
C -1.168 -0.393 -3.694 0.0823 0.0345 0.0172
C -2.205 -1.184 -2.910 -0.1234 -0.0449 0.0042
C -2.757 -2.304 -3.794 0.0050 -0.0288 0.0505
P -1.498 -1.728 -1.280 0.0458 0.1282 -0.1815
C -2.725 -2.993 -0.724 -0.0583 -0.0385 -0.1112
C -2.252 -3.947 0.366 0.0546 0.0327 0.0139
C -4.104 -2.393 -0.448 0.0296 0.0460 0.0083
C -0.040 -2.634 -1.852 -0.0262 0.0151 0.0495
C -0.118 -3.912 -2.407 0.0133 0.0656 0.0089
C 1.014 -4.500 -2.946 0.0171 0.0094 0.0007
C 2.218 -3.809 -2.941 -0.0156 -0.0533 -0.0312
C 2.296 -2.549 -2.370 0.0166 0.0222 0.0237
C 1.171 -1.939 -1.810 -0.0356 -0.0292 0.0404
Si 1.294 -0.330 -0.827 0.0620 0.0066 -0.0317
C 2.802 -0.600 0.270 -0.0011 -0.0413 -0.1006
C 4.078 -0.515 -0.293 0.0068 -0.0151 0.0066
C 5.211 -0.778 0.460 0.0184 -0.0085 0.0256
C 5.087 -1.128 1.798 0.0389 0.0158 -0.0328
C 3.832 -1.213 2.376 -0.0812 0.0279 -0.0069
C 2.690 -0.953 1.617 0.0347 -0.0734 0.0581
P 1.014 -1.043 2.302 0.0071 0.1194 -0.0347
C 1.131 -0.584 4.106 0.0566 -0.1508 0.0697
C 1.728 0.761 4.510 0.0645 0.0698 -0.0216
C -0.194 -0.855 4.826 -0.0343 0.0025 -0.0281
C 0.712 -2.883 2.469 0.0440 -0.0426 0.0647
C 1.136 -3.608 1.200 -0.0559 0.0211 -0.1392
C 1.419 -3.563 3.647 -0.0217 0.0106 0.0213
C 1.567 1.122 -2.002 0.0003 -0.0842 -0.0221
C 2.052 0.918 -3.297 0.0211 -0.0164 -0.0139
C 2.254 1.981 -4.161 0.0062 0.0121 -0.0243
C 1.981 3.277 -3.745 0.0119 -0.0074 -0.0011
C 1.506 3.504 -2.466 -0.0300 -0.0139 0.0531
C 1.285 2.434 -1.597 0.0449 0.1030 -0.0061
P 0.721 2.658 0.111 -0.3976 0.0132 -0.1017
C 2.218 3.167 1.105 0.0728 0.0883 -0.1148
C 3.165 4.031 0.262 -0.0086 -0.0235 0.1168
C 3.059 2.098 1.775 -0.0670 -0.0566 -0.0174
C -0.349 4.210 0.282 0.0400 0.0670 0.0334
C 0.310 5.574 0.575 0.1071 -0.1423 -0.0465
C -1.348 4.462 -0.843 -0.0018 -0.1260 -0.0118
H -1.641 0.068 -4.561 -0.0128 -0.0012 -0.0118
H -0.370 -1.047 -4.049 0.0070 -0.0243 -0.0090
H -0.712 0.405 -3.107 -0.0050 -0.0142 0.0039
H -3.038 -0.531 -2.654 0.0390 0.0283 -0.0047
H -1.993 -3.036 -4.057 0.0183 -0.0085 0.0061
H -3.102 -1.854 -4.727 0.0075 0.0209 -0.0081
H -3.611 -2.822 -3.360 -0.0227 -0.0108 0.0195
H -2.825 -3.592 -1.635 -0.0043 0.0137 0.0244
H -2.019 -3.430 1.291 0.0150 0.0193 0.0351
H -1.369 -4.503 0.056 0.0431 0.0013 -0.0018
H -3.044 -4.670 0.561 -0.0072 -0.0137 0.0243
H -4.104 -1.695 0.388 -0.0012 -0.0180 -0.0033
H -4.801 -3.197 -0.211 -0.0083 -0.0144 0.0041
H -4.502 -1.863 -1.314 0.0168 0.0221 -0.0161
H -1.050 -4.461 -2.416 -0.0280 -0.0130 -0.0006
H 0.958 -5.494 -3.367 -0.0021 -0.0147 -0.0090
H 3.103 -4.263 -3.365 0.0182 -0.0102 -0.0057
H 3.260 -2.060 -2.344 0.0225 0.0482 0.0238
H 4.200 -0.203 -1.324 -0.0182 0.0067 -0.0538
H 6.191 -0.696 0.011 0.0217 0.0012 -0.0138
H 5.969 -1.325 2.391 0.0182 -0.0031 0.0122
H 3.755 -1.464 3.426 -0.0159 -0.0119 0.0130
H 1.836 -1.338 4.467 -0.0343 0.0406 0.0081
H 1.258 1.619 4.033 -0.0157 -0.0183 0.0481
H 2.797 0.804 4.301 -0.0317 0.0056 -0.0098
H 1.606 0.881 5.587 0.0075 -0.0216 0.0420
H -0.965 -0.134 4.557 0.0002 0.0281 0.0006
H -0.033 -0.776 5.902 -0.0030 -0.0017 0.0201
H -0.583 -1.852 4.627 -0.0001 -0.0205 -0.0301
H -0.368 -2.975 2.600 -0.0149 -0.0010 -0.0171
H 2.216 -3.549 1.056 0.0147 0.0021 0.0159
H 0.662 -3.205 0.312 -0.0046 -0.0111 0.0066
H 0.867 -4.661 1.275 -0.0173 -0.0263 0.0052
H 2.502 -3.440 3.590 0.0217 0.0194 -0.0088
H 1.225 -4.634 3.580 -0.0095 -0.0086 -0.0136
H 1.080 -3.243 4.629 -0.0131 0.0226 0.0067
H 2.258 -0.087 -3.644 0.0025 -0.0434 -0.0051
H 2.627 1.801 -5.160 0.0012 -0.0062 -0.0156
H 2.145 4.110 -4.416 -0.0004 0.0187 -0.0099
H 1.315 4.518 -2.146 -0.0309 0.0480 0.0186
H 1.760 3.765 1.896 -0.0091 0.0818 0.0210
H 3.670 3.409 -0.478 0.0022 -0.0101 -0.0295
H 3.931 4.441 0.922 -0.0030 0.0170 0.0048
H 2.700 4.860 -0.257 -0.1275 0.0921 -0.0317
H 3.681 1.566 1.057 -0.0379 0.0853 0.0546
H 2.460 1.374 2.312 0.0363 0.1053 -0.0791
H 3.722 2.587 2.490 -0.0012 0.0076 0.0471
H -0.917 3.949 1.178 -0.0156 -0.0014 0.0104
H 0.729 6.017 -0.327 0.0714 -0.0061 -0.0552
H 1.069 5.582 1.349 0.0879 -0.0919 0.0578
H -0.487 6.240 0.905 -0.0051 0.0031 0.0191
H -0.865 4.529 -1.814 0.0341 0.0220 -0.0381
H -1.843 5.416 -0.665 -0.0483 0.0217 0.0375
H -2.130 3.710 -0.899 0.1454 0.1440 -0.0280
C -3.465 -1.829 3.275 0.0002 -0.0190 -0.0088
C -2.939 -0.793 2.332 0.0562 0.0530 -0.0726
O -1.793 -1.082 1.717 -0.1290 0.4759 -0.1774
O -3.491 0.277 2.137 -0.0991 -0.1388 0.0884
H -3.357 -2.830 2.863 -0.0066 -0.0029 -0.0286
H -4.506 -1.621 3.505 0.0112 -0.0013 -0.0047
H -2.883 -1.791 4.197 0.0051 0.0128 0.0162
Te -3.136 1.395 -0.534 0.0131 0.1014 0.1765
C -3.267 1.928 -2.557 -0.1178 -0.0728 -0.0105
C -4.433 1.663 -3.232 0.0226 0.0104 -0.0006
C -4.413 2.126 -4.570 0.0218 0.0151 0.0080
C -3.242 2.749 -4.879 -0.0258 -0.0103 -0.0110
S -2.165 2.775 -3.560 0.0863 0.0678 0.0319
H -5.281 1.165 -2.786 -0.0279 -0.0295 0.0291
H -5.236 2.022 -5.259 -0.0345 -0.0061 -0.0302
H -2.970 3.219 -5.810 0.0311 0.0165 -0.0401
Cl -0.985 1.741 2.700 -0.1617 0.6085 0.3442
C -2.481 2.579 3.445 0.2362 -0.2081 0.1690
Cl -3.221 3.767 2.440 -0.0091 0.0011 -0.1266
H -2.033 3.041 4.317 -0.0604 -0.0060 0.0152
H -3.162 1.767 3.663 -0.0298 0.0639 -0.0162